# 1
Below is a structure of composition C8H12Cl2OTl at a distorted geometry, with properties calculated with ωB97M-V/def2-TZVPD.

Calculated values
LUMO level = 2.93 eV
HOMO energy = -4.0333 eV
F_max = 3.0 eV/Å
Energy above the lowest of the compared OMol25 structures with the same formula, charge and spin = 110.39 kJ/mol
HOMO-LUMO gap = 6.96 eV
2S+1 = 1
Total charge = -1

Geometry as XYZ:
```
24
Properties=species:S:1:pos:R:3:mulliken_charge:R:1
Tl 2.50453 -0.42159 1.22220 1.0313
Cl 0.54805 -1.97438 1.46390 -0.5485
Cl 1.54278 0.52305 3.36637 -0.5956
C 4.48424 -0.38749 1.02044 -1.1539
H 4.98214 0.60813 1.08352 0.1958
H 4.70945 -0.54271 -0.04864 0.1567
C -0.64098 1.29836 0.11957 -0.6736
C 0.38546 0.60218 -0.27851 -0.1255
H -0.43640 2.28629 0.53847 0.3002
C 0.24948 -0.56053 -1.20465 -0.4886
H 1.37049 1.10299 -0.25912 0.5187
C -1.03437 -0.51214 -2.06290 -0.8349
H 1.07632 -0.60382 -1.92519 0.2816
H 0.24621 -1.56857 -0.71966 0.2824
C -2.22206 -0.22182 -1.16464 -0.7342
H -0.99174 0.28229 -2.82601 0.3184
H -1.21154 -1.44117 -2.60516 0.3570
C -2.04937 0.92543 -0.12237 -0.2936
H -3.14005 -0.00686 -1.72600 0.3318
H -2.44315 -1.11547 -0.56800 0.2859
H -2.72214 1.78512 -0.32394 0.3720
H -2.36538 0.57504 0.86872 0.0879
O -1.76804 -0.50037 3.49396 -0.3142
C -1.07391 -0.13196 2.65764 0.2432
```


# 2
Below is a structure of composition C8H12ClF8IN2O2P at a distorted geometry, with properties calculated with ωB97M-V/def2-TZVPD.

Calculated values
LUMO level = 2.90 eV
HOMO energy = -4.0771 eV
F_max = 1.3 eV/Å
HOMO-LUMO gap = 6.97 eV
2S+1 = 1
Total charge = -1

Geometry as XYZ:
```
35
Properties=species:S:1:pos:R:3:mulliken_charge:R:1
C -3.84204 0.16481 -0.35374 -0.6406
N -3.10485 1.39474 -0.02720 -0.5011
C -1.79779 1.15750 0.56112 -0.2364
N -0.76541 1.10373 -0.49331 -0.6338
C 0.46001 0.33617 -0.29232 1.5714
C 1.29238 0.50188 -1.64915 -0.4366
F 0.79263 1.53270 -2.38660 -0.3731
O 1.24834 -0.62257 -2.45046 -0.3792
C 2.47966 -1.31992 -2.59137 -0.7408
P 0.20856 -1.59177 -0.23390 0.1086
O -1.06499 -1.52136 -1.20332 -0.5313
Cl -0.64027 -1.95115 1.63776 -0.2732
C 1.40816 0.94996 0.75725 0.1746
F 2.64087 0.37136 0.63558 -0.3232
F 1.59212 2.24537 0.41372 -0.3475
C 1.14076 0.96370 2.31522 0.4531
F -0.11781 0.73149 2.66735 -0.2350
F 1.44016 2.20066 2.77199 -0.3340
C 2.07894 0.02330 3.14112 0.5931
F 2.15211 -1.21932 2.64787 -0.2043
F 1.56127 -0.05920 4.39419 -0.2682
F 3.31086 0.55075 3.25119 -0.2598
H -3.52892 -0.29995 -1.29348 0.1974
H -4.91057 0.37438 -0.41427 0.3018
H -3.68358 -0.58447 0.41976 0.2684
H -2.96522 1.91745 -0.88508 0.2974
H -1.87013 0.25314 1.16018 0.1841
H -1.57892 1.99227 1.23098 0.1478
H -1.21622 0.62466 -1.26842 0.4969
H 2.32735 0.76626 -1.44661 0.5419
H 3.04114 -1.31847 -1.65541 0.3305
H 2.22673 -2.35333 -2.81391 0.3154
H 3.07097 -0.89171 -3.40309 0.2735
H -1.04858 -2.30039 -1.82257 0.2051
I -2.33771 -4.12267 -1.32108 -0.7431
```


# 3
Below is an isolated molecule of C8H12ClNSi at a distorted geometry, with properties calculated with ωB97M-V/def2-TZVPD.

Calculated values
LUMO level = 0.76 eV
HOMO energy = -8.3366 eV
F_max = 6.0 eV/Å
Energy above the lowest of the compared OMol25 structures with the same formula, charge and spin = 167.57 kJ/mol
HOMO-LUMO gap = 9.09 eV
2S+1 = 1
Total charge = 0

Geometry as XYZ:
```
23
Properties=species:S:1:pos:R:3:mulliken_charge:R:1
C 2.13673 0.74205 -1.28138 -0.9960
N 2.07271 0.54196 0.11701 0.1081
C 1.81153 1.79812 0.76522 -0.9211
Si 1.48001 -0.95753 0.95197 0.3777
Cl 2.17246 -2.50040 -0.00652 -0.2095
C -0.59167 -0.81115 0.40755 0.4238
C -1.33228 0.23114 0.84623 -0.3837
C -2.68033 0.39013 0.42574 -0.5478
C -3.22542 -0.50802 -0.43882 -0.3742
C -2.44472 -1.61444 -0.87745 -0.4484
C -1.15120 -1.79965 -0.37360 -0.2870
H 1.14470 0.63998 -1.66208 0.3844
H 2.85287 1.51138 -1.55896 0.3803
H 2.64448 -0.11478 -1.79622 0.2550
H 0.77651 2.11024 0.65108 0.3172
H 2.22690 1.75521 1.87027 0.2422
H 2.47567 2.68717 0.33072 0.3050
H 1.48075 -0.87167 2.45726 -0.0935
H -0.82229 1.07290 1.25436 0.2866
H -3.30503 1.07745 0.99689 0.3282
H -4.28751 -0.34661 -0.71581 0.3128
H -2.85237 -2.38114 -1.49936 0.3830
H -0.58251 -2.65233 -0.86411 0.1568
```


# 4
Below is a structure of composition C8H12CuN2O9P2 at a distorted geometry, with properties calculated with ωB97M-V/def2-TZVPD.

Calculated values
LUMO level = 2.79 eV
HOMO energy = -4.4192 eV
F_max = 4.7 eV/Å
HOMO-LUMO gap = 7.21 eV
2S+1 = 1
Total charge = -1

Geometry as XYZ:
```
34
Properties=species:S:1:pos:R:3:mulliken_charge:R:1
Cu 0.93022 1.49271 -1.76777 0.1097
O -0.69518 1.67459 -2.72603 -0.4339
N -1.72696 0.98197 -2.44528 -0.2102
N -1.38360 -0.20991 -1.84376 0.9047
O -0.08562 -0.44817 -1.66285 -0.8474
C -2.40228 -0.98473 -1.36728 0.4413
C -3.70843 -0.56061 -1.65514 -0.3147
C -4.74414 -1.37708 -1.18839 -0.4580
C -4.45019 -2.49428 -0.39620 -0.4682
C -3.12376 -2.85616 -0.11245 -0.5398
C -2.09388 -2.07265 -0.53198 -0.4629
H -3.85435 0.33237 -2.25050 0.4524
H -5.77607 -1.04099 -1.43223 0.2989
H -5.21193 -3.06972 0.04941 0.3904
H -2.87397 -3.72059 0.48572 0.3650
H -1.05130 -2.29045 -0.33448 0.4611
C 3.10522 2.37635 2.23890 -1.5793
C 2.77768 1.09855 1.41761 0.8316
O 3.27034 -0.04567 2.13589 -0.6381
P 0.98372 0.87620 1.30087 0.9601
O 0.65882 1.07577 2.83636 -0.5247
O 0.79720 -0.71635 0.96404 -0.6365
O 0.12881 1.67669 0.36559 -0.6039
P 3.54607 1.09816 -0.33862 1.0408
O 3.23328 -0.48237 -0.62160 -0.5843
O 5.01272 1.30229 -0.32758 -0.7907
O 2.70929 1.97192 -1.22407 -0.5836
H 3.00124 2.20481 3.32648 0.3387
H 2.41319 3.19836 1.94686 0.3533
H 4.15057 2.65341 1.97516 0.4104
H 3.03956 -0.82929 1.57336 0.4144
H -0.25250 0.87007 3.07053 0.3760
H 0.29980 -0.80859 0.04716 0.2176
H 3.37643 -0.87662 -1.50773 0.3098
```


# 5
Below is a structure of composition C8H12F12N2NiO10S4 at a distorted geometry, with properties calculated with ωB97M-V/def2-TZVPD.

Calculated values
LUMO level (spin up / spin down) = -0.17 / -1.94 eV
HOMO energy (spin up / spin down) = -10.8500 / -10.8156 eV
F_max = 4.7 eV/Å
Energy above the lowest of the compared OMol25 structures with the same formula, charge and spin = 2.88 kJ/mol
HOMO-LUMO gap (spin up / spin down) = 10.68 / 8.87 eV
2S+1 = 3
Total charge = 0

Geometry as XYZ:
```
49
Properties=species:S:1:pos:R:3:mulliken_charge:R:1
Ni -0.15245 0.27765 0.01128 1.4326
C -0.08186 1.78287 3.60080 0.7236
F -1.21542 1.26035 3.15256 -0.1746
F -0.31053 2.91946 4.22239 -0.1999
F 0.44499 0.87805 4.39482 -0.1878
S 1.00341 2.12850 2.07583 0.6964
O 0.16002 2.81255 1.11351 -0.6359
O 2.17031 2.86773 2.44563 -0.5479
N 1.21280 0.57797 1.34427 -0.0684
S 2.44756 -0.19987 2.05163 0.6696
O 2.84310 0.21402 3.36738 -0.5570
O 2.37190 -1.62757 1.86000 -0.6291
C 3.94314 0.27187 0.95783 0.6444
F 4.84148 -0.69734 0.91409 -0.2179
F 3.50455 0.45331 -0.30654 -0.2319
F 4.47069 1.38882 1.40924 -0.2055
C -3.71972 -0.40169 -1.52698 0.6854
F -2.68543 -0.18474 -2.34200 -0.2459
F -4.75526 0.25546 -2.00080 -0.2169
F -3.97541 -1.68297 -1.42302 -0.1849
S -3.20146 0.34741 0.16683 0.5749
O -2.67829 1.68069 -0.10463 -0.6767
O -4.37743 0.27059 0.99187 -0.5387
N -1.80546 -0.54448 0.64402 0.2750
S -2.43329 -1.59540 1.68909 0.9110
O -2.88585 -1.00983 2.92541 -0.6056
O -3.29241 -2.59675 1.09512 -0.6412
C -0.88221 -2.55742 2.28314 0.5300
F -0.15108 -1.80259 3.09816 -0.1721
F -1.28213 -3.60821 2.98301 -0.2101
F -0.15685 -2.97194 1.23744 -0.2178
C 1.73148 1.75867 -3.01057 -1.1475
C 0.94237 2.30811 -1.80097 -0.2479
O -0.29030 1.59834 -1.54102 -0.4007
H 2.69805 2.25484 -2.91066 0.4059
H 1.23314 2.09433 -3.91900 0.4544
H 1.89601 0.68626 -2.95033 0.1112
H 0.69025 3.35835 -1.94459 0.4813
H 1.61346 2.23621 -0.94659 0.0469
H -0.81810 1.83297 -2.31220 0.2553
C -0.17651 -1.72660 -3.20535 -1.0662
C -0.05164 -2.21743 -1.76836 -0.3490
O 0.74117 -1.24350 -1.02388 -0.0093
H -0.80083 -0.84518 -3.32160 0.1521
H -0.71976 -2.48742 -3.77135 0.4062
H 0.81015 -1.54695 -3.62989 0.3751
H 0.49887 -3.15585 -1.70013 0.4278
H -1.01178 -2.36818 -1.27907 0.1401
H 1.64256 -1.44342 -1.29581 0.1870
```


# 6
Below is a structure of composition C8H12F12NO13S4Ti at a distorted geometry, with properties calculated with ωB97M-V/def2-TZVPD.

Calculated values
LUMO level (spin up / spin down) = 1.64 / 1.64 eV
HOMO energy (spin up / spin down) = -2.4428 / -3.8464 eV
F_max = 5.7 eV/Å
Energy above the lowest of the compared OMol25 structures with the same formula, charge and spin = 884.89 kJ/mol
HOMO-LUMO gap (spin up / spin down) = 4.08 / 5.48 eV
2S+1 = 4
Total charge = -2

Geometry as XYZ:
```
51
Properties=species:S:1:pos:R:3:mulliken_charge:R:1
Ti -0.34148 -2.34595 1.15934 1.0117
C 2.33192 5.98470 -1.90614 -1.5297
C 1.73090 4.63022 -1.59299 0.3206
C 0.19299 4.58296 -1.94371 -0.6592
O -0.20962 3.27721 -1.66141 -0.2284
C -0.77796 2.89821 -0.41597 -0.8174
N 2.48448 3.43428 -2.16898 -0.2291
H 2.61029 3.37368 -3.16928 0.3502
H 3.39928 3.44016 -1.74097 0.3969
H 2.00207 2.56207 -2.00584 0.2482
H 3.40583 6.15151 -1.82262 0.3745
H 1.82783 6.88502 -1.55480 0.3709
H 2.22670 6.07314 -2.98744 0.3948
H 1.98400 4.40449 -0.55709 0.3215
H 0.07464 4.80175 -3.00495 0.3251
H -0.36225 5.28354 -1.32003 0.4141
H -1.07356 1.85317 -0.32316 0.2606
H -1.69290 3.46223 -0.23473 0.3195
H -0.07309 3.01902 0.40663 0.3427
C -6.21921 -1.33089 0.08510 0.5258
F -5.34975 -0.50804 -0.61155 -0.2108
F -6.49721 -0.90055 1.33285 -0.2190
F -7.37522 -1.53458 -0.52409 -0.2128
S -5.34692 -3.10621 0.09769 1.0401
O -4.04510 -2.70215 0.70152 -0.6298
O -6.17732 -3.95028 0.92478 -0.6480
O -5.21734 -3.73065 -1.25378 -0.6532
C 3.66696 -0.06319 3.59739 0.5601
F 3.71631 0.94416 2.73856 -0.2121
F 3.47868 -1.12343 2.79498 -0.2109
F 4.72179 -0.20643 4.41258 -0.2185
S 2.03874 -0.00809 4.71271 1.0194
O 0.93512 -0.35162 3.74569 -0.6609
O 2.20521 -1.11924 5.70751 -0.6404
O 1.78773 1.33887 5.16588 -0.6391
C -0.34419 -0.03507 -4.70625 0.6052
F 0.25493 1.16004 -4.93626 -0.2556
F -1.55259 0.21394 -4.29738 -0.2150
F -0.39535 -0.64619 -5.87775 -0.2360
S 0.73594 -1.23679 -3.59162 1.0815
O 1.71708 -0.43735 -2.85701 -0.6915
O -0.07701 -2.00899 -2.58780 -0.6134
O 1.37166 -2.18475 -4.44795 -0.6585
C -0.50416 -6.10604 3.85424 0.5863
F -0.69334 -7.09512 4.73302 -0.2530
F -1.51388 -6.08461 3.05834 -0.1958
F -0.49653 -4.90735 4.46295 -0.2166
S 1.12540 -6.48423 2.83296 1.0276
O 1.15292 -5.36332 1.81686 -0.6679
O 2.30771 -6.49944 3.65331 -0.6275
O 0.84887 -7.70383 2.10664 -0.6473
```


# 7
Below is the ion C8H12F2N3O with charge +1 at a distorted geometry, with properties calculated with ωB97M-V/def2-TZVPD.

Calculated values
LUMO level = -3.61 eV
HOMO energy = -13.0035 eV
F_max = 4.6 eV/Å
Energy above the lowest of the compared OMol25 structures with the same formula, charge and spin = 0.00 kJ/mol
HOMO-LUMO gap = 9.39 eV
2S+1 = 1
Total charge = +1

Geometry as XYZ:
```
26
Properties=species:S:1:pos:R:3:mulliken_charge:R:1
C -0.78050 -4.20073 -0.11121 -0.7789
O -0.61444 -2.75692 0.02135 -0.2990
C -0.99798 -2.25402 1.23912 0.7370
F -1.90010 -2.98101 1.87477 -0.2409
F 0.10166 -2.21862 2.11216 -0.3297
N -1.36692 -0.91645 1.12954 0.6702
N -2.65609 -0.47963 1.08264 -1.0555
C -2.66776 0.77901 0.68912 -0.7281
C -1.37171 1.18119 0.36730 0.5721
C -0.55427 0.05833 0.57378 0.1903
C 0.99136 -0.06875 0.38754 -0.1665
C 1.24792 1.06142 -0.62644 -0.8420
N 0.66412 2.43223 -0.08521 -0.2421
C -0.78354 2.47675 -0.09705 -0.6559
H -1.73011 -4.57353 0.21549 0.3130
H -0.04095 -4.65618 0.60353 0.3331
H -0.75335 -4.54471 -1.19376 0.2525
H -3.57540 1.40510 0.67784 0.4533
H 1.42699 0.00686 1.45550 0.2210
H 1.34741 -1.06360 -0.08751 0.2999
H 2.36621 1.26921 -0.80640 0.3657
H 0.94323 0.87942 -1.62753 0.3958
H 1.00522 3.26717 -0.72098 0.4030
H 1.29276 2.47602 0.80832 0.4473
H -1.23058 2.70154 -1.10597 0.2931
H -1.12864 3.46107 0.42425 0.3912
```


# 8
Below is an isolated molecule of C8H12F3NOS2 at a distorted geometry, with properties calculated with ωB97M-V/def2-TZVPD.

Calculated values
LUMO level = 0.52 eV
HOMO energy = -8.6728 eV
F_max = 5.0 eV/Å
Energy above the lowest of the compared OMol25 structures with the same formula, charge and spin = 0.00 kJ/mol
HOMO-LUMO gap = 9.20 eV
2S+1 = 1
Total charge = 0

Geometry as XYZ:
```
27
Properties=species:S:1:pos:R:3:mulliken_charge:R:1
F 0.27424 -2.20163 -1.68259 -0.2555
C 0.55054 -2.13831 -0.43019 0.7034
F 1.86061 -1.87224 -0.27440 -0.2827
F 0.39052 -3.30196 0.08602 -0.2101
C -0.27881 -0.94315 0.22000 0.0552
N 0.41315 0.29278 -0.18622 0.1234
C 0.29613 1.35308 0.75996 -0.1448
C 1.40314 2.35487 0.38322 -0.9212
O 1.25383 2.78336 -0.90451 -0.3762
C 1.33472 1.77655 -1.79506 -0.6883
C 0.26603 0.67069 -1.54895 -0.5483
C -1.75445 -1.17817 -0.10641 -0.9037
S -2.46203 -2.43549 0.95331 -0.1152
C -1.70170 -1.67258 2.42797 -0.5963
S 0.02616 -1.24917 2.01847 -0.2085
H 0.44575 0.87932 1.75087 0.3293
H -0.67188 2.00941 0.64794 0.2419
H 1.16531 3.26201 0.97473 0.3467
H 2.32377 1.87053 0.50452 0.4796
H 2.45772 1.38988 -1.58978 0.2957
H 1.19563 2.11154 -2.81488 0.3557
H -0.67485 1.18944 -1.72374 0.3279
H 0.37388 -0.14914 -2.27359 0.4270
H -2.35042 -0.28929 0.18544 0.4099
H -1.96952 -1.37902 -1.16688 0.3567
H -2.33750 -0.73089 2.46338 0.2730
H -1.82997 -2.40241 3.12137 0.5256
```


no.,DFT total energy (eV)
1,-40275.4256
2,-67220.5488
3,-30380.5937
4,-93120.5064
5,-148936.0748
6,-135659.0401
7,-20434.8127
8,-41849.2683